Formula: C5H16BrIN3O4P
Source: the OMol25 dataset
Level of theory: ωB97M-V with the def2-TZVPD basis set

```
31
Properties=species:S:1:pos:R:3
I -5.726 1.065 0.344
Br -0.315 -0.860 2.540
P 0.008 1.686 -1.164
O 4.270 -2.983 -0.158
O -0.775 3.142 -0.514
O -3.216 -0.372 1.375
O 3.144 -0.842 -1.571
N -2.162 1.716 1.925
N 0.366 0.635 0.227
N -1.185 0.986 -2.287
C 4.010 -1.740 0.498
C -2.217 0.625 0.873
C -4.230 -0.590 0.318
C -0.811 -0.198 0.674
C 4.084 -0.610 -0.523
H -1.178 1.950 2.208
H 3.164 -1.805 -1.740
H -0.997 -1.175 0.046
H 3.861 0.355 -0.060
H -2.668 1.083 -0.105
H 5.077 -0.567 -0.981
H 3.007 -1.805 0.928
H -3.759 -0.748 -0.755
H 5.210 -2.988 -0.409
H 4.737 -1.601 1.303
H 1.066 -0.073 -0.148
H -1.968 1.672 -2.356
H -1.772 3.012 -0.614
H -2.664 2.561 1.554
H -4.861 -1.561 0.589
H -1.502 0.030 -2.016
```

The calculation puts the HOMO energy at -0.323 Eh. The calculation puts the electronic energy at -105534.6260 eV. The spin multiplicity is 1. As for the LUMO energy: -0.083 eV. Its structure (SMILES) is N[C@H](OCI)[C@H](Br)NP(N)O.OCCO. As for the frontier orbital gap: 8.70 eV.

Formula: C4H7N2
Source: the OMol25 dataset
Level of theory: ωB97M-V with the def2-TZVPD basis set

```
13
Properties=species:S:1:pos:R:3
N -1.598 0.515 -0.175
N 2.104 0.046 -0.115
C -0.453 -0.101 0.046
C 3.381 -0.146 -0.024
C -2.834 -0.077 0.012
C 0.896 0.462 -0.178
H -3.405 -0.231 -0.998
H -3.298 0.679 0.590
H 4.060 -0.440 -0.796
H -0.599 -1.165 0.365
H 3.855 0.004 0.933
H 0.843 1.516 -0.150
H -2.951 -1.062 0.489
```

The calculation puts the HOMO energy at -0.529 Eh. The calculation puts the electronic energy at -7231.3483 eV. The spin multiplicity is 1. As for the LUMO energy: -5.787 eV. Its structure (SMILES) is C=[N+]=C/C=N/C. Its net charge is +1. As for the frontier orbital gap: 8.62 eV. The energy above the lowest of the compared OMol25 structures with the same formula, charge and spin comes out at 423.6 kJ/mol.

Formula: C23H64N3O17
Source: the OMol25 dataset
Level of theory: ωB97M-V with the def2-TZVPD basis set

```
107
Properties=species:S:1:pos:R:3
O 10.399 -37.833 -13.641
O 12.183 -38.435 -8.073
O 13.111 -37.115 -13.527
O 17.358 -39.331 -8.179
O 17.655 -38.827 -11.315
O 14.397 -34.892 -11.956
O 14.098 -43.612 -8.248
O 7.459 -37.872 -13.018
O 10.031 -31.940 -7.941
O 9.742 -39.519 -7.339
O 12.594 -40.045 -6.289
O 13.018 -38.186 -16.281
O 14.430 -34.548 -6.811
O 16.341 -34.774 -9.677
O 6.650 -35.804 -7.770
O 13.570 -35.220 -9.311
O 13.224 -40.381 -9.754
N 8.607 -36.896 -7.494
N 13.050 -35.918 -4.776
N 11.951 -33.081 -8.329
C 12.001 -35.539 -5.772
C 9.721 -38.826 -12.869
C 14.289 -36.520 -5.346
C 16.645 -34.853 -11.101
C 13.561 -42.686 -9.205
C 15.580 -34.155 -11.917
C 10.184 -40.083 -6.183
C 11.444 -40.874 -6.413
C 15.138 -35.515 -6.092
C 7.254 -36.801 -7.409
C 12.131 -37.306 -8.908
C 13.109 -36.832 -15.949
C 8.546 -38.218 -12.146
C 10.043 -33.502 -9.780
C 13.977 -41.262 -8.915
C 6.570 -38.062 -6.967
C 16.532 -38.707 -10.418
C 12.413 -36.919 -3.897
C 13.458 -36.606 -9.373
C 13.727 -36.489 -14.608
C 16.970 -38.247 -9.039
C 10.653 -32.777 -8.600
C 13.344 -34.726 -3.933
H 13.774 -41.036 -7.863
H 11.112 -35.203 -5.223
H 13.628 -37.036 -10.380
H 9.074 -37.801 -7.460
H 16.205 -37.662 -8.539
H 12.502 -42.827 -9.001
H 14.113 -35.001 -3.212
H 16.627 -35.909 -11.403
H 10.414 -39.298 -5.462
H 5.703 -38.459 -7.490
H 15.037 -43.437 -8.114
H 11.332 -37.782 -13.370
H 10.471 -39.168 -12.147
H 8.858 -37.265 -11.721
H 7.381 -38.615 -13.635
H 14.805 -37.048 -4.542
H 11.515 -36.534 -8.397
H 15.817 -35.005 -5.394
H 7.266 -38.911 -6.931
H 12.487 -39.310 -6.966
H 15.924 -34.114 -12.961
H 11.617 -37.529 -9.865
H 17.626 -34.404 -11.253
H 15.915 -37.856 -10.771
H 9.082 -36.188 -8.024
H 8.262 -38.940 -11.366
H 13.689 -33.957 -4.620
H 12.477 -33.797 -8.860
H 13.945 -37.354 -5.970
H 11.602 -41.705 -5.725
H 11.419 -41.287 -7.429
H 14.282 -37.034 -8.762
H 13.835 -42.958 -10.226
H 6.248 -37.978 -5.918
H 12.284 -38.567 -15.790
H 12.126 -36.349 -16.035
H 18.262 -39.563 -8.412
H 12.389 -32.570 -7.586
H 17.401 -39.499 -11.956
H 12.201 -34.616 -6.309
H 12.484 -34.393 -3.362
H 13.075 -37.186 -3.074
H 12.840 -39.688 -9.144
H 11.796 -36.400 -6.401
H 13.512 -36.803 -12.702
H 10.784 -34.139 -10.270
H 14.197 -34.854 -7.732
H 13.556 -35.410 -14.497
H 10.516 -39.005 -7.746
H 15.465 -35.215 -9.589
H 9.214 -34.114 -9.441
H 9.419 -40.701 -5.713
H 9.432 -39.683 -13.492
H 15.053 -41.137 -9.096
H 15.859 -39.559 -10.354
H 9.682 -32.792 -10.519
H 13.735 -36.252 -16.640
H 11.421 -36.679 -3.530
H 14.808 -36.662 -14.643
H 12.322 -37.824 -4.498
H 17.799 -37.547 -9.223
H 15.374 -33.130 -11.604
H 13.993 -34.997 -11.057
H 15.800 -36.070 -6.774
```

The calculation puts the HOMO energy at -0.208 Eh. The calculation puts the electronic energy at -64165.1215 eV. The spin multiplicity is 1. As for the LUMO energy: 1.770 eV. Its net charge is -1. As for the frontier orbital gap: 7.43 eV.

Formula: C5H12NS
Source: the OMol25 dataset
Level of theory: ωB97M-V with the def2-TZVPD basis set

```
19
Properties=species:S:1:pos:R:3
S 1.174 -1.523 0.676
N 0.821 1.675 -0.126
C -1.060 3.067 -0.673
C -1.158 1.474 1.239
C -0.542 -2.199 -1.425
C 0.250 -2.786 -0.259
C -0.466 2.114 0.067
H 0.140 -1.717 -2.128
H 1.253 2.007 -0.974
H -1.226 -1.428 -1.067
H -1.113 -2.964 -1.964
H 1.013 0.686 0.083
H -0.552 3.511 -1.520
H -2.054 3.405 -0.416
H -0.432 -3.312 0.413
H -2.215 1.727 1.235
H -1.020 0.394 1.194
H 0.953 -3.527 -0.650
H -0.692 1.822 2.163
```

The calculation puts the HOMO energy at -0.101 Eh. The calculation puts the electronic energy at -17705.7907 eV. The spin multiplicity is 1. As for the LUMO energy: 3.935 eV. Its net charge is -1. As for the frontier orbital gap: 6.68 eV. The energy above the lowest of the compared OMol25 structures with the same formula, charge and spin comes out at 0.0 kJ/mol.

Formula: C31H70FN5O12P2
Source: the OMol25 dataset
Level of theory: ωB97M-V with the def2-TZVPD basis set

```
121
Properties=species:S:1:pos:R:3
P -4.544 -0.673 1.091
P -2.476 0.681 -3.191
F -5.559 -3.497 -1.161
O 3.483 4.049 -0.705
O 5.870 5.296 -2.831
O -3.677 1.583 -1.030
O -4.339 1.826 3.703
O 1.685 2.768 -0.690
O -1.247 -7.423 4.519
O -5.945 -5.806 2.968
O -2.556 -0.508 -0.643
O 11.478 3.735 -6.994
O -2.553 -2.709 0.779
O 7.712 4.038 -4.982
O -4.604 -1.036 -1.719
N -0.468 -5.278 4.135
N -5.097 3.429 1.671
N -5.765 -1.510 1.630
N -6.823 -0.251 -1.315
N -3.894 0.863 -3.875
C -5.042 -6.893 4.934
C -3.311 -2.700 -0.414
C -3.790 -1.218 -0.574
C -1.475 -5.930 6.325
C -5.731 2.157 3.732
C -4.366 -3.820 -0.528
C -6.597 0.958 4.199
C 1.392 -3.773 4.793
C -0.878 -5.306 2.715
C 6.771 6.466 -0.910
C -2.586 0.752 -1.277
C -1.060 -3.853 2.242
C 2.326 3.949 -0.649
C -4.733 -4.512 0.822
C -6.184 2.707 2.335
C 8.554 4.818 -5.823
C 9.746 5.351 -5.052
C -0.007 0.564 -1.424
C -3.526 2.616 -0.055
C -4.976 3.175 0.230
C 13.612 3.211 -8.017
C -5.766 -0.511 -1.516
C 6.006 6.575 -2.216
C -1.065 -6.324 4.898
C 12.890 3.775 -6.808
C 0.840 1.340 -2.484
C 2.089 1.938 -1.811
C -1.219 1.408 -0.857
C 1.001 -5.222 4.319
C -5.238 -5.588 4.184
C -1.575 -3.741 0.782
H 1.718 4.866 -0.561
H -6.006 -7.349 5.172
H -1.891 -0.549 -3.590
H -0.177 -3.223 2.402
H 1.500 -5.359 3.352
H -1.091 1.407 0.229
H -4.494 -6.733 5.862
H -3.160 2.271 0.920
H -5.825 2.939 4.502
H -7.084 1.133 5.166
H 2.791 1.159 -1.488
H -2.962 3.486 -0.421
H 2.218 -3.781 5.515
H -4.230 0.876 3.832
H -2.245 -6.591 6.724
H -0.153 -5.816 2.057
H -5.709 2.442 -0.129
H -1.998 -4.701 0.448
H -6.018 0.029 4.311
H -6.973 3.445 2.574
H 7.408 4.608 -4.262
H -2.569 -2.827 -1.228
H -0.716 -3.483 0.138
H 5.393 4.726 -2.216
H 1.231 0.652 -3.246
H -3.920 -4.632 -1.123
H -3.871 1.698 -4.454
H 14.694 3.250 -7.882
H -5.101 4.413 1.893
H -5.813 -4.691 0.806
H 13.319 2.173 -8.192
H 8.886 4.180 -6.641
H -1.695 1.793 -3.602
H -1.852 -3.419 2.871
H 10.323 4.529 -4.629
H 5.008 6.993 -2.045
H -5.796 -4.871 4.795
H 10.397 5.941 -5.698
H -1.104 2.398 -1.307
H -0.602 -5.852 6.987
H 7.761 6.042 -1.083
H 7.967 5.643 -6.244
H -7.377 0.777 3.447
H 0.683 0.399 -0.584
H 6.252 5.802 -0.215
H 13.349 3.774 -8.914
H -0.312 -0.432 -1.764
H -4.274 -5.145 3.928
H -4.491 -7.608 4.320
H -4.283 -5.508 0.890
H -1.824 -5.862 2.674
H 9.416 5.977 -4.217
H -1.883 -4.908 6.269
H 13.145 3.208 -5.907
H 2.623 2.579 -2.526
H -3.443 -0.710 1.991
H -4.917 0.684 1.006
H -4.535 -3.883 1.691
H -5.082 4.135 -0.295
H 1.357 -5.924 5.081
H 0.307 2.189 -2.924
H -6.801 -6.188 3.194
H 6.884 7.445 -0.440
H 11.227 2.813 -7.124
H 13.169 4.817 -6.649
H 6.535 7.221 -2.916
H -6.593 1.877 1.750
H 1.557 -3.092 3.953
H -6.009 -2.227 0.949
H 0.515 -3.386 5.331
```

The calculation puts the HOMO energy at -0.309 Eh. The calculation puts the electronic energy at -86589.0892 eV. The spin multiplicity is 1. As for the LUMO energy: 0.279 eV. Its structure (SMILES) is CCN(CCCO[C@@H]([C@@H](C)F)[C@](OC#N)(O[C@](CCCCOC=O)(OCCNC[C@@H](C)O)[PH2]=N)[PH2]=N)C(C)=O.CCO.CCO.CCO.CCO. As for the frontier orbital gap: 8.69 eV. The energy above the lowest of the compared OMol25 structures with the same formula, charge and spin comes out at 191.2 kJ/mol.

Question: Among the records above, which one has the lowest HOMO energy?
Answer: C4H7N2

Question: The lowest HOMO energy belongs to which entry?
Answer: C4H7N2

Question: Which of these has the lowest frontier orbital gap?
Answer: C5H12NS

Question: Which of these has the highest HOMO energy?
Answer: C5H12NS